(1)
64
Properties=species:S:1:pos:R:3 method="wB97M-V/def2-TZVPD" smiles="CB(O)[C@H]1COC(=O)O1.COCCNCCOC.COCCNCCOC" e_homo_ev=-8.3583 homo_lumo_gap_ev=8.5 spin_multiplicity=1 total_charge=0 molar_mass_g_mol=396.290
C 1.668 -7.143 0.210
B 1.045 -6.852 1.702
O 0.226 -7.906 2.309
C 1.366 -5.462 2.489
C 2.798 -5.222 3.170
O 3.169 -3.906 2.637
C 2.037 -3.285 2.019
O 1.835 -2.073 1.785
O 1.063 -4.306 1.675
H 2.794 -6.936 0.298
H 1.146 -6.457 -0.557
H 1.450 -8.219 -0.145
H -0.727 -7.645 2.210
H 0.667 -5.524 3.395
H 3.586 -6.048 3.144
H 2.575 -5.077 4.296
C -2.246 4.309 4.033
O -1.328 4.177 2.959
C -0.059 3.658 3.364
C 0.154 2.258 2.787
N -0.728 1.281 3.426
C -0.751 -0.020 2.751
C -1.318 -0.061 1.323
O -2.715 0.218 1.248
C -3.039 1.596 1.167
H -3.129 4.834 3.662
H -2.561 3.328 4.399
H -1.813 4.892 4.851
H 0.061 3.663 4.454
H 0.700 4.326 2.946
H 1.194 1.958 2.945
H -0.031 2.311 1.710
H -1.674 1.648 3.439
H -1.361 -0.682 3.373
H 0.262 -0.436 2.747
H -1.203 -1.088 0.962
H -0.754 0.566 0.625
H -2.272 2.175 0.646
H -3.210 2.003 2.166
H -3.976 1.692 0.614
C -0.237 2.941 -1.314
O -0.463 1.634 -1.819
C -1.606 1.553 -2.673
C -1.177 1.271 -4.113
N -0.509 2.432 -4.704
C 0.144 2.147 -5.984
C 1.320 1.158 -5.971
O 2.467 1.635 -5.276
C 2.455 1.392 -3.877
H 0.563 2.885 -0.572
H 0.085 3.617 -2.111
H -1.134 3.336 -0.829
H -2.233 2.450 -2.611
H -2.203 0.708 -2.316
H -2.060 1.024 -4.711
H -0.515 0.400 -4.099
H 0.196 2.771 -4.058
H 0.515 3.103 -6.364
H -0.612 1.797 -6.698
H 1.640 1.025 -7.010
H 1.032 0.162 -5.617
H 1.922 0.473 -3.617
H 2.021 2.245 -3.350
H 3.489 1.296 -3.541

---

(2)
82
Properties=species:S:1:pos:R:3 method="wB97M-V/def2-TZVPD" e_homo_ev=-7.1270 homo_lumo_gap_ev=1.7 spin_multiplicity=1 total_charge=0 molar_mass_g_mol=955.624
C 4.092 -1.885 0.174
C 2.645 -2.080 -0.340
C 2.603 -2.068 -1.866
C 1.589 -1.146 0.305
C 1.575 0.272 -0.261
C 2.253 1.249 0.724
C 0.175 0.850 -0.545
O -0.770 -0.087 -1.014
C -1.994 -0.094 -0.390
C -2.560 -1.512 -0.274
N -2.039 -2.133 0.963
C -4.098 -1.571 -0.273
C -4.785 -0.221 -0.372
O -4.432 0.386 -1.649
S -3.024 1.089 -1.426
O -3.156 2.289 -0.634
O -2.394 1.345 -2.694
H 4.497 -2.855 0.463
H 4.115 -1.270 1.058
H 4.748 -1.501 -0.606
H 2.342 -3.088 -0.055
H 3.099 -2.964 -2.235
H 3.092 -1.187 -2.279
H 1.570 -2.120 -2.212
H 1.829 -1.052 1.366
H 0.636 -1.670 0.252
H 2.132 0.366 -1.193
H 1.700 1.218 1.663
H 2.141 2.278 0.363
H 3.303 1.033 0.873
H 0.305 1.554 -1.357
H -0.158 1.436 0.317
H -2.014 0.346 0.608
H -2.176 -2.104 -1.109
H -2.762 -2.110 1.678
H -1.291 -1.570 1.357
H -4.411 -2.166 -1.130
H -4.505 -2.084 0.601
H -4.525 0.444 0.452
H -5.860 -0.355 -0.350
C -0.475 3.255 -5.212
O -0.131 3.286 -4.009
O -1.686 2.726 -5.450
O 0.172 3.698 -6.216
H -1.989 2.465 -4.558
K 0.559 3.638 -1.986
Mg 1.376 5.081 -5.665
O -0.925 -3.867 -1.488
H -1.518 -3.956 -0.729
N 5.018 3.549 2.054
O 4.619 3.767 0.903
O 5.719 4.386 2.635
O 4.689 2.519 2.694
C 5.040 2.965 6.328
O 5.793 2.056 5.980
N 4.699 3.142 7.643
N 4.496 3.837 5.452
H 4.091 3.871 7.964
H 5.094 2.507 8.311
H 4.730 3.735 4.471
H 3.879 4.575 5.732
C 5.064 -0.631 3.952
O 4.313 -0.852 2.937
H 4.602 -0.031 4.771
H 5.540 -1.518 4.414
H 5.994 0.043 3.703
C -8.691 -2.176 0.069
Br -7.141 -2.569 1.149
Br -10.095 -3.457 0.353
Br -9.298 -0.370 0.348
H -8.387 -2.256 -0.964
O 0.923 7.119 -0.930
V -0.143 8.409 -1.325
O -1.336 9.509 -1.845
C -3.956 -5.718 -3.939
O -4.994 -6.283 -4.250
N -3.009 -6.284 -3.142
N -3.653 -4.451 -4.365
H -2.158 -5.807 -2.882
H -3.186 -7.207 -2.795
H -4.319 -3.992 -4.955
H -2.806 -3.973 -4.110

---

(3)
62
Properties=species:S:1:pos:R:3 method="wB97M-V/def2-TZVPD" e_homo_ev=-11.5478 homo_lumo_gap_ev=6.9 spin_multiplicity=1 total_charge=+1 molar_mass_g_mol=435.376
Br -2.860 1.042 2.417
N -0.971 1.288 2.491
C -0.391 1.122 3.880
C -0.001 -0.346 4.149
O -0.663 -1.236 3.280
C -0.399 -1.063 1.901
C -0.218 0.407 1.516
H -0.838 2.260 2.216
H 0.484 1.782 3.883
H -1.131 1.515 4.585
H -0.328 -0.619 5.159
H 1.092 -0.482 4.100
H -1.249 -1.500 1.378
H 0.507 -1.617 1.601
H -0.601 0.597 0.504
H 0.818 0.781 1.579
C -0.828 -4.282 -5.259
O -0.849 -4.175 -3.852
C 0.323 -3.597 -3.335
C 0.080 -3.120 -1.923
O -0.656 -1.906 -1.840
C -2.055 -1.924 -2.098
C -2.837 -2.448 -0.906
O -2.869 -3.849 -0.856
C -3.020 -4.357 0.448
H -0.018 -4.934 -5.605
H -1.780 -4.711 -5.562
H -0.703 -3.302 -5.732
H 0.641 -2.750 -3.961
H 1.145 -4.327 -3.315
H 1.053 -2.895 -1.478
H -0.401 -3.913 -1.341
H -2.348 -2.435 -3.015
H -2.284 -0.859 -2.195
H -3.862 -2.051 -0.941
H -2.354 -2.039 -0.011
H -2.201 -4.032 1.102
H -3.010 -5.442 0.375
H -3.967 -4.045 0.904
C 2.331 4.230 3.294
O 1.668 3.674 2.166
C 0.759 4.562 1.567
C 0.478 4.138 0.141
O 1.450 4.517 -0.769
C 2.682 3.803 -0.845
C 2.580 2.460 -1.539
O 2.089 1.416 -0.688
C 1.435 0.408 -1.441
H 1.628 4.486 4.096
H 3.028 3.479 3.658
H 2.880 5.134 3.022
H 1.134 5.592 1.571
H -0.198 4.571 2.139
H -0.426 4.666 -0.182
H 0.295 3.059 0.097
H 3.155 3.683 0.134
H 3.304 4.450 -1.462
H 3.583 2.177 -1.881
H 1.938 2.572 -2.421
H 0.531 0.798 -1.924
H 1.147 -0.389 -0.757
H 2.076 -0.022 -2.217

---

(4)
70
Properties=species:S:1:pos:R:3 method="wB97M-V/def2-TZVPD" e_homo_ev=-13.5559 e_above_lowest_kj_mol=100.0 homo_lumo_gap_ev=9.3 spin_multiplicity=1 total_charge=+2 molar_mass_g_mol=606.291
Sn 1.835 -0.631 1.803
N 2.194 -2.131 -0.556
N 2.766 -1.982 -1.831
C 2.739 -0.856 -2.555
O 3.378 -0.613 -3.538
O 1.760 0.032 -2.066
H 2.818 -2.723 -0.018
H 1.291 -2.598 -0.602
H 3.347 -2.716 -2.209
N -0.062 -0.773 3.655
C -1.105 -1.739 3.257
C -1.196 -2.858 4.310
C -2.122 -4.051 4.071
C -3.615 -3.745 3.993
N -3.957 -3.238 2.666
C -5.178 -3.192 2.177
N -6.243 -3.449 2.939
N -5.353 -2.858 0.890
C -0.820 -2.310 1.861
O -1.763 -2.767 1.208
O 0.387 -2.266 1.447
H 0.523 -1.179 4.381
H -0.476 0.053 4.070
H -2.058 -1.211 3.182
H -1.464 -2.383 5.258
H -0.184 -3.256 4.440
H -1.976 -4.733 4.909
H -1.826 -4.602 3.175
H -3.897 -3.020 4.764
H -4.171 -4.668 4.176
H -3.159 -3.031 2.033
H -6.145 -3.621 3.924
H -7.170 -3.478 2.551
H -4.557 -2.844 0.273
H -6.268 -2.845 0.476
C -1.636 1.995 0.267
C -0.462 1.623 1.107
C 0.049 2.633 2.079
O 0.050 0.513 0.971
H -1.432 2.939 -0.240
H -2.498 2.167 0.916
H -1.855 1.218 -0.458
H -0.774 3.184 2.532
H 0.655 3.355 1.522
H 0.690 2.184 2.833
O 3.075 2.825 0.781
N 2.716 1.741 1.144
O 2.805 0.787 0.265
C 0.438 2.542 -6.358
C 1.069 2.730 -4.982
C 1.148 1.380 -4.267
S 1.702 1.533 -2.598
O 0.757 2.226 -1.785
C 3.341 2.204 -2.551
C 3.306 3.727 -2.386
C 4.738 4.235 -2.259
H 0.391 3.495 -6.882
H -0.578 2.153 -6.277
H 1.021 1.852 -6.969
H 0.479 3.429 -4.386
H 2.071 3.147 -5.091
H 1.831 0.682 -4.753
H 0.163 0.916 -4.161
H 3.827 1.863 -3.466
H 3.795 1.732 -1.676
H 2.747 3.966 -1.484
H 2.806 4.199 -3.233
H 5.222 3.803 -1.383
H 4.740 5.317 -2.144
H 5.332 3.990 -3.141